The following is a DFT calculation (ωB97M-V with the def2-TZVPD basis set) of a cluster of 2 separate species, C5H11N2O in total in a non-equilibrium geometry.

## Properties
* 2S+1: 3
* charge: +1
* orbital gap (spin up / spin down): 8.976 / 4.323 eV
* LUMO energy (spin up / spin down): -0.110 / -0.353 Ha
* strongest force on any atom: 7.1 eV Å⁻¹

Last column: natural (NBO) charge in e.
Geometry (Å):
1 C 2.279 2.604 -0.462  -0.062
2 C 1.678 1.947 -1.580  -0.652
3 C -0.752 -0.248 0.947  0.853
4 C -1.764 -3.293 0.269  -0.608
5 C -2.452 -1.916 0.329  -0.221
6 N 2.010 2.239 0.784  -0.242
7 N -1.570 -0.791 0.323  -0.428
8 O 0.015 0.574 1.268  -0.638
9 H 3.072 3.406 -0.674  0.245
10 H 0.971 1.241 -1.257  0.245
11 H 2.565 1.282 -2.085  0.281
12 H -1.100 -3.170 1.087  0.210
13 H -2.592 -3.995 0.317  0.238
14 H -1.282 -3.537 -0.721  0.223
15 H -2.894 -1.881 1.412  0.213
16 H -3.187 -1.741 -0.450  0.227
17 H 2.407 2.687 1.635  0.417
18 H 1.449 2.760 -2.166  0.276
19 H 1.145 1.831 1.026  0.424

The following is a DFT calculation (ωB97M-V with the def2-TZVPD basis set) of a structure of composition C5H11N2O in a non-equilibrium geometry.

## Properties
* 2S+1: 2
* charge: +2
* orbital gap (spin up / spin down): 7.334 / 7.108 eV
* LUMO energy (spin up / spin down): -0.408 / -0.417 Ha
* strongest force on any atom: 3.6 eV Å⁻¹

Last column: natural (NBO) charge in e.
Geometry (Å):
1 O -0.693 2.868 1.071  -0.313
2 C -1.074 3.050 -0.054  0.267
3 C -0.673 2.197 -1.216  0.381
4 C 0.123 1.006 -1.105  -0.572
5 C 1.411 1.253 -0.172  -0.540
6 N -0.955 -3.136 1.778  -0.579
7 C 0.101 -2.817 1.019  0.288
8 N 0.140 -2.253 -0.202  -0.280
9 H -1.798 3.855 -0.237  0.197
10 H 1.988 2.072 -0.585  0.249
11 H -0.882 2.566 -2.221  0.249
12 H -0.511 0.218 -0.681  0.317
13 H 0.592 0.755 -2.054  0.274
14 H 1.923 0.301 -0.115  0.241
15 H 1.024 1.565 0.790  0.249
16 H -0.790 -3.752 2.579  0.453
17 H -0.869 -3.798 0.891  0.432
18 H 1.103 -3.024 1.441  0.277
19 H -0.159 -2.925 -0.929  0.412

The following is a DFT calculation (ωB97M-V with the def2-TZVPD basis set) of a cluster of 2 separate species, C5H11N2O2 in total in a non-equilibrium geometry.

## Properties
* charge: +1
* orbital gap: 8.595 eV
* LUMO energy: -0.114 Ha
* strongest force on any atom: 4.5 eV Å⁻¹

Last column: natural (NBO) charge in e.
Geometry (Å):
1 C 1.882 -0.324 -0.959  -0.408
2 C 2.970 0.058 -0.227  0.197
3 C 0.761 -0.374 -0.110  0.194
4 C -0.631 1.214 -0.585  -0.354
5 C -0.214 -1.594 -0.133  -0.106
6 N 1.280 -0.038 1.148  -0.341
7 N -1.466 1.500 0.600  -0.711
8 O 2.643 0.201 1.051  -0.284
9 O -1.196 -1.211 0.799  -0.744
10 H 1.862 -0.620 -2.044  0.257
11 H 3.913 0.210 -0.703  0.245
12 H -1.036 0.806 -1.466  0.213
13 H 0.046 2.000 -0.700  0.198
14 H 0.314 -2.544 0.261  0.196
15 H -0.501 -1.783 -1.212  0.208
16 H 1.103 -0.867 1.857  0.387
17 H -2.156 2.172 0.469  0.428
18 H -0.733 1.756 1.267  0.445
19 H -1.809 0.498 0.801  0.480
20 H -1.361 -1.988 1.258  0.500

The following is a DFT calculation (ωB97M-V with the def2-TZVPD basis set) of the ion C5H11N2O4S with charge +1 in a non-equilibrium geometry.

## Properties
* charge: +1
* orbital gap (spin up / spin down): 8.451 / 8.451 eV
* LUMO energy (spin up / spin down): -0.167 / -0.167 Ha
* strongest force on any atom: 4.9 eV Å⁻¹
* SMILES string: CCOC(=O)/C(SN)=C(/[NH3+])OO

Last column: natural (NBO) charge in e.
Geometry (Å):
1 C -0.577 1.207 0.790  -0.268
2 C -0.557 2.271 -0.093  0.323
3 C -1.053 -0.157 0.236  0.787
4 C 0.718 -2.962 -0.992  -0.626
5 C -0.370 -1.891 -1.234  -0.070
6 N -0.649 0.008 3.136  -0.969
7 N 0.092 3.562 0.370  -0.702
8 O -1.999 -0.717 0.713  -0.537
9 O 0.706 2.075 -2.097  -0.488
10 O -0.643 2.234 -1.372  -0.257
11 O -0.264 -0.544 -0.707  -0.489
12 S -0.505 1.534 2.420  0.570
13 H 1.689 -2.653 -1.324  0.220
14 H 0.830 -3.073 0.059  0.215
15 H 0.434 -3.878 -1.336  0.239
16 H -1.319 -2.206 -0.856  0.216
17 H -0.337 -1.517 -2.339  0.196
18 H 0.163 -0.362 3.650  0.420
19 H -1.557 -0.086 3.525  0.411
20 H 0.200 4.098 -0.430  0.456
21 H 0.875 3.395 1.003  0.445
22 H -0.434 4.169 0.894  0.426
23 H 0.702 1.475 -2.797  0.483

The following is a DFT calculation (ωB97M-V with the def2-TZVPD basis set) of a cluster of 2 separate species, C5H11N2OS2 in total in a non-equilibrium geometry.

## Properties
* charge: +1
* orbital gap: 7.569 eV
* LUMO energy: -0.207 Ha
* strongest force on any atom: 2.0 eV Å⁻¹

Last column: natural (NBO) charge in e.
Geometry (Å):
1 N 0.934 -1.466 1.456  -0.584
2 N 0.020 -2.043 2.358  -0.467
3 C 0.079 -3.382 2.575  0.501
4 O 1.058 -4.046 2.258  -0.575
5 H 1.388 -0.658 1.934  0.398
6 H 1.588 -2.221 1.173  0.434
7 H -0.880 -1.577 2.456  0.401
8 H -0.812 -3.771 3.086  0.156
9 C -0.183 2.588 -1.665  -0.438
10 C -1.356 2.055 -0.858  -0.501
11 S -0.996 0.826 0.452  0.368
12 C 0.026 -0.327 -0.250  -0.360
13 S 1.301 0.180 -1.235  0.400
14 C 0.604 1.471 -2.333  -0.506
15 H -0.605 3.204 -2.471  0.253
16 H 0.467 3.225 -1.054  0.235
17 H -1.811 2.869 -0.271  0.266
18 H -2.106 1.612 -1.533  0.244
19 H -0.211 -1.382 -0.184  0.263
20 H -0.020 0.970 -3.090  0.244
21 H 1.515 1.873 -2.804  0.267

The following is a DFT calculation (ωB97M-V with the def2-TZVPD basis set) of the ion C5H11N2S with charge +1 in a non-equilibrium geometry.

## Properties
* charge: +1
* orbital gap: 9.414 eV
* LUMO energy: -0.164 Ha
* strongest force on any atom: 4.4 eV Å⁻¹

Last column: natural (NBO) charge in e.
Geometry (Å):
1 C 1.742 -0.997 1.403  0.093
2 C 0.092 0.006 -0.121  0.360
3 C -1.899 1.092 -0.785  -0.459
4 C -1.841 0.028 1.463  -0.408
5 C 2.186 -0.180 -1.646  -0.721
6 N 0.736 -0.868 0.653  -0.434
7 N -1.169 0.299 0.185  -0.317
8 S 0.528 0.588 -1.757  0.370
9 H 1.774 -2.001 1.809  0.219
10 H 2.457 -0.278 1.498  0.188
11 H -1.951 0.402 -1.654  0.242
12 H -1.644 2.163 -0.908  0.249
13 H -2.846 1.216 -0.353  0.236
14 H -1.901 0.858 2.055  0.228
15 H -1.201 -0.720 1.914  0.224
16 H -2.675 -0.545 1.250  0.232
17 H 2.845 0.405 -2.246  0.252
18 H 2.254 -1.180 -2.053  0.242
19 H 2.512 -0.289 -0.706  0.205

The following is a DFT calculation (ωB97M-V with the def2-TZVPD basis set) of a structure of composition C5H11N2S in a non-equilibrium geometry.

## Properties
* charge: +1
* orbital gap: 10.025 eV
* LUMO energy: -0.121 Ha
* strongest force on any atom: 5.1 eV Å⁻¹

Last column: natural (NBO) charge in e.
Geometry (Å):
1 C -0.455 -1.446 -2.608  0.000
2 C -0.372 1.104 -2.148  -0.624
3 C 0.524 -0.255 -0.942  0.178
4 C -0.340 -1.298 1.254  -0.427
5 C 0.322 1.020 1.090  -0.428
6 N 0.308 -1.395 -1.585  -0.529
7 N -0.244 -0.051 0.365  -0.365
8 S -1.086 -0.020 -3.336  0.354
9 H -0.819 -2.471 -3.017  0.260
10 H -1.149 1.458 -1.523  0.213
11 H 0.538 1.580 -2.532  0.259
12 H 1.535 0.166 -0.874  0.231
13 H 0.600 -1.496 1.805  0.248
14 H -1.248 -1.160 1.845  0.233
15 H -0.511 -2.168 0.554  0.257
16 H 1.342 0.897 1.276  0.238
17 H 0.291 1.913 0.515  0.232
18 H -0.337 1.298 1.833  0.237
19 H -1.230 0.203 0.206  0.434

The following is a DFT calculation (ωB97M-V with the def2-TZVPD basis set) of an isolated molecule of C5H11N3 in a non-equilibrium geometry.

## Properties
* charge: 0
* orbital gap: 9.410 eV
* LUMO energy: 0.032 Ha
* strongest force on any atom: 10.5 eV Å⁻¹
* SMILES string: N[C@]12CNC[C@]1(N)C2

Last column: natural (NBO) charge in e.
Geometry (Å):
1 C 0.658 -0.653 0.647  0.083
2 C -0.082 0.559 1.549  -0.223
3 C -1.094 0.237 -0.748  -0.221
4 C 0.379 -0.082 -0.532  -0.012
5 C 1.570 -0.965 -0.605  -0.355
6 H -1.193 -1.532 1.031  0.365
7 H -0.509 -2.412 -0.062  0.366
8 H 0.686 1.359 1.826  0.208
9 H -0.234 0.121 2.444  0.199
10 H -1.748 1.645 0.682  0.379
11 H -1.493 1.065 -1.487  0.200
12 H -1.813 -0.603 -0.886  0.189
13 H 0.844 1.570 -1.992  0.374
14 H 0.539 1.942 -0.219  0.348
15 H 2.467 -0.334 -1.295  0.274
16 H 1.648 -2.018 -0.811  0.215
17 N -0.350 -1.785 0.699  -0.857
18 N -1.314 0.730 0.643  -0.679
19 N 1.040 1.156 -0.883  -0.852

Question: Among the records above, which one has the highest strongest force on any atom?
Answer: C5H11N3